DFT (ωB97M-V/def2-TZVPD) results for C29H27NO6S2W as an isolated structure in a non-equilibrium geometry.

Structure (ORCA input):
```
! RIJCOSX wB97M-V def2-TZVPD def2/J DEFGRID3
* xyz 2 3
W 0.555 0.543 -0.325
O 3.250 2.696 1.911
C 2.373 2.375 1.177
O 1.862 1.150 1.066
C 1.654 3.306 0.257
C 1.862 4.661 0.147
C 1.079 5.375 -0.749
C 0.094 4.707 -1.468
C -0.044 3.355 -1.284
N 0.743 2.670 -0.464
C -1.091 2.483 -1.893
O -1.950 2.858 -2.628
O -0.946 1.239 -1.459
H 2.620 5.125 0.766
H 1.224 6.442 -0.876
H -0.571 5.215 -2.156
O 1.236 -1.223 0.770
S 2.509 -1.979 1.140
C 2.073 -3.730 0.903
C 0.683 -4.057 1.392
C -0.193 -4.718 0.541
C -1.463 -5.073 0.982
C -1.869 -4.752 2.270
C -1.001 -4.073 3.120
C 0.271 -3.731 2.685
C 3.616 -1.735 -0.315
C 2.770 -1.259 -1.446
C 2.551 0.137 -1.542
C 1.665 0.629 -2.503
C 0.989 -0.263 -3.358
C 1.222 -1.610 -3.263
C 2.112 -2.109 -2.302
H 2.830 -4.260 1.491
H 2.198 -3.979 -0.150
H 0.120 -4.978 -0.468
H -2.131 -5.611 0.318
H -2.852 -5.047 2.620
H -1.309 -3.827 4.130
H 0.950 -3.223 3.365
H 4.135 -2.677 -0.496
H 4.333 -0.980 0.000
H 3.299 0.791 -1.126
H 1.701 1.671 -2.770
H 0.326 0.131 -4.115
H 0.729 -2.296 -3.942
H 2.299 -3.177 -2.257
C -1.979 3.956 2.311
C -2.116 2.576 1.723
C -3.214 2.241 0.936
C -3.341 0.984 0.348
C -2.366 0.042 0.573
C -1.313 0.299 1.454
C -1.183 1.576 1.993
S -2.142 -1.435 -0.393
C -3.142 -1.071 -1.825
O -0.674 -1.260 -0.834
H -2.176 4.725 1.563
H -0.988 4.120 2.735
H -2.707 4.097 3.114
H -3.976 2.989 0.746
H -4.176 0.788 -0.316
H -0.672 -0.500 1.805
H -0.370 1.773 2.683
H -2.953 -0.055 -2.162
H -4.193 -1.242 -1.579
H -2.828 -1.796 -2.576
*
```

Lowest unoccupied orbital energy (alpha / beta), eV: -6.903 / -7.446
<S²>: 2.019
Energy relative to the best compared isomer or geometry (same formula, charge and spin), kcal/mol: 9.4
Calculated total energy, Ha: -2490.47264
Kohn-Sham gap (alpha / beta), eV: 7.320 / 6.837
F_max, Eh/bohr: 0.0417

Results of the Löwdin charge analysis, in e, for atoms 1 through 8: number 1, W, carries 1.82; number 2, O, carries 0.19; number 3, C, carries -0.52; number 4, O, carries -0.20; number 5, C, carries -0.15; number 6, C, carries 0.07; number 7, C, carries 0.03; number 8, C, carries 0.07